{
  "formula": "C8H15N2O3S",
  "method": "ωB97M-V/def2-TZVPD",
  "elements": ["C", "C", "C", "C", "C", "C", "C", "C", "N", "N", "O", "O", "O", "S", "H", "H", "H", "H", "H", "H", "H", "H", "H", "H", "H", "H", "H", "H", "H"],
  "positions_angstrom": [[0.290, -1.973, 1.400], [1.337, 2.424, -0.029], [0.209, 1.971, -1.008], [2.078, 1.035, 0.325], [1.439, -1.368, -0.445], [-0.634, 0.980, -0.320], [1.232, -0.168, 0.410], [-3.150, 0.289, -1.390], [0.676, -0.698, 1.638], [-0.238, -2.882, 2.171], [-1.647, -1.135, 0.120], [-0.875, -0.812, -2.274], [0.703, -2.400, 0.215], [-1.497, -0.325, -1.083], [2.054, 2.983, -0.488], [0.851, 2.747, 0.933], [-0.289, 2.889, -1.148], [0.726, 1.571, -1.768], [2.782, 0.662, -0.471], [2.586, 1.397, 1.254], [1.049, -1.433, -1.409], [2.631, -1.710, -0.297], [-0.965, 1.349, 0.679], [-3.801, 0.309, -0.447], [-3.184, 1.252, -1.646], [-3.714, -0.444, -2.071], [0.081, -0.070, 2.164], [-0.682, -2.593, 2.992], [-0.050, -3.848, 1.992]],
  "atomic_forces_ev_per_a": [[1.3078, -0.4170, -1.8865], [-2.6998, -4.7787, 1.4587], [-0.1848, 1.4898, 3.7467], [0.9582, 0.7687, 0.0052], [3.8601, -1.6235, 2.4949], [3.0295, -0.3944, 0.6742], [-4.1319, 1.8872, 0.0668], [-2.1789, -4.6897, 1.5007], [-0.0387, -0.3092, -0.4489], [0.2528, 0.7659, -0.3230], [-0.3961, -1.1158, -0.6015], [0.1258, 0.0785, -0.1841], [-0.1217, -0.2869, 1.7538], [-1.5341, 1.2119, 2.7103], [1.5952, 2.2990, -0.8194], [0.9182, 0.4017, -1.0077], [-0.9637, 1.0523, -1.1728], [1.1769, -1.1444, -3.5614], [-0.0384, 1.3992, 0.7105], [0.1256, -1.3825, -0.5773], [0.1175, 0.6725, -1.8901], [-2.8869, 0.9660, -0.9532], [-0.4590, -0.7326, -0.9332], [1.4616, -0.5169, -0.8183], [0.2852, 3.6771, -1.9861], [1.0862, 1.3058, 0.5911], [0.2260, -0.2943, 0.3001], [-0.6114, 0.0756, 1.4263], [-0.2811, -0.3652, -0.2759]],
  "mulliken_charge": [0.605, -0.715, -0.772, -0.669, -1.084, -0.572, 0.479, -1.166, -0.126, -0.294, -0.688, -0.659, -0.379, 1.310, 0.453, 0.350, 0.399, 0.466, 0.395, 0.287, 0.482, 0.346, 0.540, 0.357, 0.462, 0.344, 0.351, 0.223, 0.274],
  "spin_multiplicity": 1,
  "e_homo_ev": -12.14,
  "smiles": "C[S@@](=O)([O-])=CCCCC1=[NH+]C(=[NH2+])OC1",
  "total_charge": 1,
  "lumo_ev": -3.56,
  "e_above_lowest_kj_mol": 245.1
}

{
  "formula": "C8H15N3",
  "method": "ωB97M-V/def2-TZVPD",
  "elements": ["C", "C", "C", "C", "C", "C", "C", "C", "N", "N", "N", "H", "H", "H", "H", "H", "H", "H", "H", "H", "H", "H", "H", "H", "H", "H"],
  "positions_angstrom": [[-2.045, 1.961, -0.395], [-1.945, 0.628, -0.885], [3.787, 1.284, 0.383], [1.603, 1.182, -0.938], [-0.368, -2.040, 1.357], [-1.965, -2.283, -0.718], [2.660, 0.664, 0.054], [-1.168, -1.381, 0.200], [-1.385, 2.137, 0.732], [-0.960, 0.936, 1.106], [-1.272, -0.057, 0.159], [-2.576, 2.743, -0.918], [-1.877, 0.341, -1.889], [0.051, 0.947, 1.518], [4.325, 0.789, 1.102], [3.967, 2.331, -0.083], [2.041, 1.153, -1.900], [1.468, 2.304, -0.742], [0.621, 0.567, -0.987], [-0.869, -2.865, 1.787], [0.617, -2.472, 0.953], [-0.169, -1.307, 2.130], [-1.870, -2.038, -1.711], [-2.053, -3.363, -0.336], [-3.035, -1.838, -0.534], [2.418, -0.326, 0.552]],
  "atomic_forces_ev_per_a": [[0.6546, -0.6558, -0.1324], [0.0222, 0.9537, 2.5735], [-2.1403, 2.2708, -2.3527], [-0.6124, 0.5214, 1.3564], [1.2858, 1.1087, -2.2691], [-2.7665, 1.0583, 3.9713], [-1.4747, -1.0190, 0.0470], [1.4218, -0.9279, 1.9900], [-1.2786, 1.4563, -1.4511], [2.8111, -2.0135, 2.5747], [-0.7368, -0.5557, -2.4930], [0.2364, 0.2369, 0.2509], [-0.1970, -0.6877, -0.9986], [-2.4065, -0.3023, -1.2118], [1.9823, -0.4035, 1.4913], [0.2185, -1.9850, 1.1208], [0.3746, -0.2070, -1.2826], [-0.4286, -1.6332, -0.1512], [1.8183, 1.3540, 0.2943], [-0.8598, -0.8364, 0.4050], [-1.1514, 0.7498, 0.6438], [0.2043, -0.0109, 0.1775], [0.7441, -0.4725, -2.4968], [0.7064, 1.6288, -1.0924], [1.1501, -0.7601, -0.3281], [0.4222, 1.1317, -0.6368]],
  "mulliken_charge": [-0.243, -0.587, -0.915, -0.887, -1.379, -1.372, 0.257, 1.093, -0.871, -0.098, 0.347, 0.429, 0.344, 0.301, 0.347, 0.228, 0.452, 0.314, 0.037, 0.468, 0.217, 0.316, 0.360, 0.302, 0.353, 0.187],
  "spin_multiplicity": 1,
  "e_homo_ev": -6.52,
  "total_charge": 0,
  "lumo_ev": 0.81,
  "e_above_lowest_kj_mol": 561.9
}

{
  "formula": "C8H15N3O2P",
  "method": "ωB97M-V/def2-TZVPD",
  "elements": ["C", "C", "C", "C", "C", "C", "C", "C", "N", "N", "N", "O", "O", "P", "H", "H", "H", "H", "H", "H", "H", "H", "H", "H", "H", "H", "H", "H", "H"],
  "positions_angstrom": [[2.408, -0.360, 0.123], [3.821, -0.448, -0.236], [3.686, 1.325, 1.074], [4.101, 2.415, 1.695], [1.559, -1.354, -0.338], [-1.467, 1.844, 0.904], [-0.314, -2.738, -0.924], [-0.451, -1.007, 0.835], [2.354, 0.697, 1.056], [-0.882, 0.844, 0.060], [0.260, -1.746, -0.034], [4.334, -1.255, -0.900], [4.545, 0.548, 0.352], [-1.218, 0.661, -1.525], [5.119, 2.707, 1.577], [3.449, 3.086, 2.421], [1.973, -2.140, -0.998], [-1.507, 2.638, 0.255], [-2.544, 1.700, 1.147], [-0.933, 1.910, 1.827], [0.223, -3.716, -0.748], [-1.185, -3.049, -0.429], [-0.538, -2.313, -1.825], [0.150, -0.813, 1.692], [-1.470, -1.393, 1.119], [1.507, 1.275, 1.232], [-0.276, -0.408, -1.757], [-2.567, -0.064, -1.725], [-1.393, 1.761, -2.302]],
  "atomic_forces_ev_per_a": [[-2.3069, -0.4370, 0.7965], [0.5698, 0.5015, 0.1957], [-1.4900, 0.2041, 0.7315], [-1.9353, 1.4407, 1.7616], [2.4245, 0.0483, -0.0210], [-1.9042, -1.7825, 0.2918], [0.8206, -1.9373, 3.6348], [-1.4634, -0.9937, -0.1516], [0.4537, 0.4702, -0.5785], [0.8076, -2.2253, -0.8761], [-0.3620, 1.6155, 0.4493], [1.0268, -1.8314, -1.6022], [-1.0360, 0.0670, 0.0512], [-1.6151, -3.7142, 3.0736], [0.4670, 0.0758, -0.0350], [1.2777, -1.7660, -1.8932], [0.4656, 1.0443, 0.4033], [0.3374, 3.0834, -0.4743], [0.5024, -0.4680, 0.0856], [0.5008, 0.6296, 0.3949], [0.2495, 1.2416, -1.3993], [-1.9026, -0.0367, 0.3345], [-0.1024, 0.0884, -2.8148], [0.2388, 1.4414, 0.5344], [1.0342, 0.6159, -0.6882], [1.1747, -0.7511, -0.3680], [-0.5333, 1.3910, -0.9524], [1.7731, 1.0963, -0.1275], [0.5270, 0.8884, -0.7564]],
  "mulliken_charge": [0.268, 0.024, 0.559, -0.888, -0.131, -0.942, -1.158, -0.506, -0.014, -0.121, -0.042, -0.497, -0.322, 0.103, 0.317, 0.198, 0.461, 0.354, 0.316, 0.357, 0.406, 0.434, 0.467, 0.475, 0.323, 0.194, 0.071, 0.127, 0.169],
  "spin_multiplicity": 1,
  "e_homo_ev": -11.27,
  "total_charge": 1,
  "lumo_ev": -3.83,
  "e_above_lowest_kj_mol": 93.5
}

{
  "formula": "C8H15N4",
  "method": "ωB97M-V/def2-TZVPD",
  "elements": ["C", "C", "C", "C", "C", "C", "C", "C", "N", "N", "N", "N", "H", "H", "H", "H", "H", "H", "H", "H", "H", "H", "H", "H", "H", "H", "H"],
  "positions_angstrom": [[-2.814, -0.112, -0.320], [-3.332, 1.115, -0.067], [-1.542, -0.194, 0.280], [-1.237, 0.971, 0.718], [-2.375, 1.993, 0.661], [-0.797, -2.389, -0.207], [2.321, 0.438, 0.037], [1.641, 0.907, -1.222], [-0.557, -1.192, 0.235], [0.302, -3.239, -0.225], [3.524, 1.023, 0.329], [1.844, -0.482, 0.823], [-3.253, -0.856, -0.971], [-4.214, 1.456, -0.486], [-2.131, 2.824, -0.052], [-2.572, 2.352, 1.688], [-1.727, -2.834, -0.401], [-0.303, 1.406, 1.006], [0.563, 0.900, -1.095], [2.081, 0.284, -1.979], [2.138, 1.915, -1.432], [1.188, -2.768, -0.005], [0.298, -4.262, -0.281], [3.847, 1.824, -0.111], [4.039, 0.543, 1.125], [0.529, -0.832, 0.542], [2.539, -0.794, 1.411]],
  "atomic_forces_ev_per_a": [[-2.4499, 0.3766, -0.6728], [0.3669, -1.1711, 0.1202], [1.3214, -1.8244, -0.6931], [1.2019, 5.4540, 2.1197], [1.1271, -1.5432, -1.0464], [4.1798, -1.2237, 1.5693], [0.9471, 0.8413, 0.5580], [1.9002, 1.6124, 1.1121], [-1.2103, -0.4201, -0.9020], [-0.7220, 1.1299, -0.1222], [-0.8632, -3.6443, 2.1661], [-1.3246, 1.0022, -2.8533], [-0.1988, -0.0159, 0.1768], [-1.7563, 0.5346, -0.5477], [-0.0285, -0.3834, 0.8795], [-0.3641, 0.0124, -0.6487], [-1.3572, -0.0697, -0.4505], [0.6795, -0.6146, 0.6149], [0.0697, 0.1138, -0.5762], [-0.4962, -0.5628, -0.6462], [-1.4545, -0.9772, 0.0963], [-0.5726, -0.7065, -0.1412], [-0.3810, 0.9199, -0.1199], [0.8338, 1.3525, -0.8113], [-0.5669, 1.6099, -1.6123], [-0.2557, -0.8453, 0.1002], [1.3745, -0.9571, 2.3308]],
  "mulliken_charge": [-0.641, -0.747, 0.361, -0.298, -0.697, 0.036, 0.757, -1.082, -0.137, -0.307, -0.393, -0.606, 0.345, 0.490, 0.275, 0.349, 0.377, 0.539, 0.308, 0.328, 0.365, 0.178, 0.237, 0.192, 0.221, 0.471, 0.079],
  "spin_multiplicity": 1,
  "e_homo_ev": -11.56,
  "total_charge": 1,
  "lumo_ev": -2.67,
  "e_above_lowest_kj_mol": 33.7
}